Entry 1:
C23H63N5O15 | wB97M-V/def2-TZVPD

```
106
Properties=species:S:1:pos:R:3
O 3.6675 3.6956 -2.0579
O -3.3158 0.2432 -3.6734
O 2.5047 4.7437 0.3852
O -0.7947 1.2186 3.1518
O 3.1912 1.7140 -0.3094
O -0.9820 -4.5607 1.1883
O -3.0886 -0.5994 2.9833
O -2.6108 0.7774 0.4620
O 0.0368 -4.7408 4.0900
O -3.9530 2.2628 -1.5039
O -0.0310 0.8612 0.1947
O -1.0995 -2.3257 2.9624
O -3.2900 -2.2815 -2.6124
O -0.4425 -1.0624 -3.4303
O -0.8969 3.1415 -1.4193
N -3.2099 -3.9946 0.8810
N -1.1491 -0.8376 -5.5633
N -0.3070 1.0082 -4.3008
N -1.5853 -3.8410 -0.9058
N 2.8127 0.4997 0.2654
C -1.9835 -0.2236 -0.3964
C 1.8828 4.9350 -0.9096
C 3.2868 -2.2006 1.3273
C -0.6227 -0.4779 0.0475
C 4.6497 -0.6876 -1.0653
C -2.7503 0.2702 4.0778
C 2.3230 -0.3389 -1.9603
C -2.0007 3.8033 -0.8364
C 4.9723 0.3656 1.8539
C -2.1423 1.4860 3.5960
C 2.8721 -1.0392 2.2488
C -4.5704 -0.4044 -3.2203
C 3.4188 0.2599 1.6776
C 2.2934 3.7850 -1.8890
C 0.6701 -3.4456 4.1858
C -3.2937 3.5120 -1.5969
C -4.5140 -1.9120 -3.1421
C -1.8836 -4.1250 0.4009
C 2.6782 -1.8818 -0.0169
C -0.7212 -0.3536 -4.3808
C 3.1650 -0.5633 -0.7479
C 2.7051 1.3646 2.4970
C -0.2291 -2.2674 4.0851
H 2.7133 -2.6833 -0.7331
H 2.3528 -1.2156 -2.6245
H 3.3497 5.1675 0.4205
H 4.3601 -2.4202 1.4125
H -1.9746 2.1180 4.4507
H -0.5240 -0.7918 1.0670
H 5.2036 -1.3100 -0.3248
H -3.0995 0.8763 -2.9633
H 1.4637 -3.5559 3.4166
H -3.6852 0.5131 4.6045
H 5.4285 -0.6018 1.5317
H -1.8445 4.8941 -0.9237
H -1.6030 -1.7348 -5.4062
H 1.7929 -0.8538 2.3538
H -4.7711 -0.0059 -2.2242
H -0.1822 -4.8818 3.1469
H -2.8085 0.2181 1.2836
H 3.1862 -1.1814 3.2384
H -1.7788 0.3086 -1.4006
H -4.6230 -2.2685 -4.1850
H -0.4163 1.7294 -4.9939
H -2.0338 3.3552 0.1628
H -4.0425 4.3083 -1.2246
H 4.8198 -1.1835 -2.0612
H 2.1075 5.9587 -1.1292
H -2.1160 -0.2836 4.7911
H 2.8421 -3.1626 1.6958
H 1.1920 -3.3665 5.1109
H 0.2626 -1.3096 4.0494
H 2.8530 2.4412 0.2615
H -2.2628 -3.4894 -1.5775
H 5.0452 0.7142 2.8911
H 1.8653 2.8451 -1.5376
H 2.7162 0.4640 -2.6156
H 0.8481 4.8188 -0.6536
H -2.6346 -1.6128 -2.9205
H -3.6393 1.7520 -0.7138
H -0.9231 0.9793 2.2108
H 5.0221 0.3603 -1.1541
H -3.7528 -3.3786 0.3334
H -2.6012 -1.1060 -0.4732
H 0.9191 0.8252 0.1982
H 4.0434 2.8914 -1.6649
H 3.1158 2.3845 2.2917
H -0.7950 -2.2566 4.9858
H 1.6126 1.4128 2.3370
H -0.0796 -1.1881 -0.6459
H 1.6264 -1.6855 0.1690
H -1.5647 -0.2264 -6.2745
H 1.2811 -0.3506 -1.6611
H -5.2537 -2.3115 -2.4571
H -0.7242 2.2546 -1.0777
H -0.7124 -4.2286 -1.2123
H 5.3603 1.1527 1.2094
H 2.8714 1.1214 3.5418
H -3.0373 3.7230 -2.6637
H 0.1691 1.1486 -3.4557
H -0.7475 -2.9295 2.3109
H -2.3602 -1.2512 2.8691
H -2.7776 2.0882 2.8967
H 1.8644 4.0747 -2.8583
H -3.2007 -3.7712 1.8276
H -5.3808 -0.0859 -3.8821
```

- Frontier orbital gap: 9.338 eV
- HOMO level: -8.82 eV
- Structure (SMILES): CC1(C)CCCC(C)(C)N1O.NC(N)=O.NC(N)=O.OCCO.OCCO.OCCO.OCCO.OCCO.OCCO

---

Entry 2:
C23H63NiO29P6S | wB97M-V/def2-TZVPD

```
123
Properties=species:S:1:pos:R:3
Ni -0.4391 3.1340 1.8262
S 0.9619 -5.1680 1.4264
P -4.5444 -3.0872 -0.8365
P -3.4610 2.8787 3.6330
P -0.7143 -2.0454 -5.1320
P -1.6736 5.2087 -0.7447
P 1.5338 1.4900 4.2119
P 5.5348 -0.6443 -2.2805
O -3.4453 -1.9629 -0.5716
O 0.3490 -1.1365 -6.0436
O -4.4778 1.7170 3.1726
O -4.6634 -3.8281 0.6216
O -2.4465 4.3222 -1.8774
O -2.3338 2.9736 2.7201
O 3.9733 -0.1723 -2.5562
O -2.1602 -1.9893 -5.6283
O -2.8835 2.4194 5.0991
O -1.1945 4.2976 0.3338
O 6.1047 -0.7710 -3.7585
O -0.5163 6.1168 -1.5475
O 5.6072 -1.9193 -1.5113
O 3.0509 1.8451 3.7228
O -0.6810 -1.3589 -3.5749
O -0.9497 1.2211 1.2070
O -5.7811 -2.4799 -1.2990
O -2.7794 6.3342 -0.3744
O -4.4686 4.1416 3.7634
O 6.1081 0.6361 -1.6358
O 1.4601 2.0580 5.7409
O -0.3066 -5.8027 1.0098
O 0.5853 2.0303 0.0483
O 0.1762 -0.1967 -0.1423
O 1.0222 -4.5005 2.6970
O 1.5705 -0.1060 4.5240
O -3.7858 -4.1260 -1.8386
O 0.0483 -3.4957 -5.0313
O 0.5178 2.0763 3.2795
C -3.3088 -3.7464 -3.0997
C 0.9401 5.9628 -1.2766
C -5.8581 4.0178 3.7385
C -1.2338 -0.0470 -3.4163
C 2.0872 3.3646 6.0106
C -3.7154 2.5319 6.2738
C 1.4608 -3.9748 0.0913
C 3.4284 0.9495 -1.9148
C 7.1059 0.3799 -0.6708
C 2.6753 -6.0059 1.5119
C 3.0457 -4.0173 0.0675
C -3.2199 6.6189 0.8624
C -4.8105 -5.1664 0.8726
C 0.3158 -0.7599 4.3979
C 0.2964 -0.9431 -7.5100
C -2.8412 4.8950 -3.1274
C -3.9950 0.3982 3.0222
C -0.0940 1.0388 0.2938
C 3.3132 -5.5355 0.2470
C 1.4778 -3.5699 -4.9173
C 7.1733 -1.6304 -3.9388
C 3.6072 0.9840 2.7688
C -2.1040 -2.1666 -0.0869
H -0.5344 -0.2211 4.8162
H 3.6181 1.8036 -2.5650
H -3.4485 5.7138 1.4251
H 0.1992 -0.9881 3.3385
H 2.5926 3.9617 5.2515
H -2.6889 5.9722 -3.1948
H 2.7894 3.1780 6.8231
H 0.7587 -0.0851 -7.9982
H -0.4583 0.3193 -2.7435
H 0.9202 -3.0283 0.0943
H 3.1944 -0.0054 2.9657
H 1.7651 -4.2541 -4.1188
H 2.8263 -6.0462 -0.5838
H 6.6684 0.5163 0.3182
H 0.7862 -1.8852 -7.7560
H 3.5535 -3.5899 -0.7971
H 1.0350 -4.5180 -0.7524
H 2.3443 0.8390 -1.9411
H 3.4997 -3.2714 0.7199
H 7.6770 -0.5482 -0.6961
H -1.9025 -3.1280 0.3856
H 4.6962 0.9796 2.8163
H -2.2470 -3.9922 -3.0833
H 2.5124 -7.0620 1.7271
H -4.2013 1.6450 6.6805
H -2.1908 -0.0637 -2.8949
H 1.9874 -2.6701 -4.5729
H 1.0745 4.9179 -0.9969
H -1.3292 -2.0042 -0.8361
H 3.2463 -5.5076 2.2953
H -2.9367 0.1455 2.9565
H -4.1996 7.0769 0.7262
H 3.8202 1.0549 -0.9031
H 7.8914 -1.5145 -3.1270
H -3.0946 2.9786 7.0505
H -6.0866 4.0301 2.6728
H 1.8425 -4.0401 -5.8305
H -6.3389 4.8395 4.2693
H -2.0923 -1.3343 0.6168
H -3.8523 -4.4260 -3.7562
H 1.4578 6.0337 -2.2333
H -1.2851 0.6420 -4.2594
H -4.3707 0.1007 2.0432
H 3.2780 1.1968 1.7517
H 1.3662 6.6604 -0.5555
H 7.1271 -2.7194 -3.9491
H -5.8025 -5.5750 1.0653
H -6.2765 3.0906 4.1302
H -4.2913 -5.2175 1.8296
H -4.2486 -5.7733 0.1626
H 1.2329 3.9709 6.3117
H 4.3829 -5.7366 0.3051
H 0.2488 -1.7892 4.7502
H -2.4777 7.3373 1.2103
H 7.5888 -1.3270 -4.8997
H -3.4383 -2.7190 -3.4401
H -0.6697 -0.3600 0.2813
H 7.8313 1.1610 -0.8984
H -2.3775 4.5554 -4.0535
H -4.5380 -0.1476 3.7938
H -4.4419 3.3374 6.1656
H -3.9215 4.8510 -3.2655
H -0.7158 -1.0483 -7.9006
```

- Multiplicity: 3
- Expectation value of S²: 2.004
- Frontier orbital gap (spin up / spin down): 8.951 / 8.057 eV
- Net charge: +1
- HOMO level (spin up / spin down): -11.47 / -11.47 eV

---

Entry 3:
C23H64BeF6N5O10P | wB97M-V/def2-TZVPD

```
110
Properties=species:S:1:pos:R:3
P -23.2850 -37.7235 -27.2606
F -23.2604 -38.4207 -28.7549
F -24.8395 -38.2120 -27.3049
F -23.7622 -36.2430 -27.8007
F -22.8009 -39.1116 -26.6266
F -23.2873 -37.2171 -25.7209
F -21.6982 -37.2904 -27.2438
O -21.9029 -37.1614 -23.3102
O -21.5768 -34.1318 -25.0186
O -21.2061 -38.6480 -21.9269
O -18.2487 -40.2619 -28.6903
O -22.0715 -32.9922 -30.6837
O -27.4122 -35.2574 -27.4364
O -20.1589 -37.0567 -31.9320
O -25.4119 -33.3232 -23.6067
O -25.0924 -36.3191 -22.3317
O -21.0236 -38.9299 -24.1799
N -24.0854 -35.9616 -31.5059
N -24.2584 -33.9160 -26.2822
N -25.8354 -36.1031 -25.2354
N -22.5892 -34.2878 -22.3910
N -14.7351 -40.0312 -27.7123
C -21.4068 -38.2244 -23.0902
C -18.7847 -39.5274 -27.5490
C -26.6854 -36.2978 -24.1014
C -21.7041 -33.2032 -22.7631
C -22.3695 -34.3848 -30.9043
C -15.3958 -38.9044 -29.8209
C -27.9664 -36.9232 -24.5649
C -15.8712 -39.4891 -28.4052
C -20.7961 -33.5678 -23.9128
C -20.5502 -37.4027 -30.5807
C -25.1455 -31.8070 -27.1337
C -23.8347 -34.5552 -31.3770
C -20.8186 -32.7905 -30.0719
C -25.9202 -32.6596 -22.4604
C -24.5732 -32.5357 -25.8537
C -20.7230 -34.3766 -26.0862
C -24.8303 -34.0289 -30.3000
C -20.9980 -32.7242 -21.4830
C -16.8867 -40.6557 -28.5835
C -26.0980 -37.1614 -22.9674
C -25.6495 -32.4325 -24.7432
C -27.1867 -36.0603 -28.5264
C -24.4913 -36.8410 -21.1644
Be -23.6351 -35.4345 -24.2239
H -26.2078 -31.9974 -27.2869
H -27.0481 -35.3108 -23.8143
H -23.6979 -36.1845 -32.4116
H -24.6419 -34.2806 -29.2562
H -24.8058 -32.9393 -30.3142
H -19.5612 -36.3106 -31.8441
H -19.9426 -33.6170 -26.1336
H -23.9734 -34.0309 -32.3225
H -26.9061 -32.1994 -22.5249
H -15.0744 -40.5743 -26.9312
H -19.9283 -33.1180 -30.6087
H -14.6739 -38.0882 -29.7931
H -24.9971 -34.0667 -26.9543
H -23.5200 -36.3865 -20.9693
H -24.9503 -30.7394 -27.0335
H -26.6046 -32.7791 -25.1378
H -23.4086 -33.7744 -26.8091
H -23.7151 -32.0443 -25.3952
H -20.3356 -32.6000 -24.1116
H -24.6653 -32.1773 -28.0395
H -16.4018 -41.2010 -29.3931
H -16.2828 -38.6858 -27.7942
H -21.7308 -32.1391 -20.9275
H -20.7349 -31.7038 -30.0596
H -21.6848 -34.7308 -31.6786
H -26.3742 -35.5005 -25.8410
H -20.0953 -32.1552 -21.7056
H -27.8379 -37.8674 -25.0942
H -28.3530 -35.2116 -27.2510
H -21.2088 -34.4479 -27.0593
H -26.1634 -35.9910 -28.8956
H -16.8603 -41.2715 -27.6845
H -21.4353 -36.8937 -30.1990
H -25.9286 -33.3789 -21.6415
H -25.6959 -31.4190 -24.3448
H -20.6490 -33.5361 -20.8448
H -18.7225 -40.0268 -26.5821
H -19.8622 -39.3676 -27.5908
H -23.6940 -36.5184 -30.7596
H -19.9972 -34.1876 -23.5059
H -27.4367 -37.1041 -28.3369
H -21.9134 -34.8612 -21.9066
H -28.7281 -37.1916 -23.8330
H -14.8368 -39.7276 -30.2658
H -25.1311 -36.8812 -20.2829
H -21.4080 -38.3223 -24.8160
H -22.5072 -32.5662 -23.1337
H -25.5989 -38.0788 -23.2793
H -26.8796 -37.4276 -22.2558
H -27.8124 -35.7292 -29.3553
H -20.7462 -38.4678 -30.4572
H -18.4044 -38.5110 -27.4471
H -25.9649 -36.9284 -25.8030
H -28.5198 -36.3733 -25.3261
H -24.1400 -37.8276 -21.4667
H -20.2717 -35.3451 -25.8706
H -23.1667 -34.1100 -21.5817
H -19.7784 -37.1758 -29.8453
H -16.1886 -38.6234 -30.5142
H -25.8082 -34.3481 -30.6606
H -14.3268 -39.2214 -27.2677
H -20.7812 -33.0968 -29.0265
H -25.1215 -31.9719 -22.1825
H -22.0654 -35.0076 -30.0630
```

- Multiplicity: 2
- Expectation value of S²: 0.751
- Frontier orbital gap (spin up / spin down): 3.299 / 6.394 eV
- Net charge: -1
- HOMO level (spin up / spin down): -1.24 / -4.36 eV

---

Entry 4:
C23H64F6N2O13S2 | wB97M-V/def2-TZVPD

```
110
Properties=species:S:1:pos:R:3
S 1.1383 0.0335 -0.3823
S -0.0580 -1.2502 1.6131
F -0.0248 1.7292 -2.0674
F -1.3580 0.7731 -0.6723
F -0.5428 -0.3699 -2.3187
F -1.5746 -2.8374 2.9470
F 0.0195 -3.8773 1.8926
F -1.7269 -3.1380 0.8079
O 0.2449 -3.8237 -1.4130
O 3.0917 -2.2990 -2.8434
O -0.8280 5.6941 -4.3648
O 3.6808 -6.0351 0.3228
O 5.0435 3.3641 -4.5406
O 1.0645 -6.3990 5.8486
O 1.3750 0.9935 0.6272
O 2.1825 -0.1874 -1.3354
O -5.6650 2.0874 -2.1322
O -3.6810 3.1315 4.4640
O -1.1006 -0.2995 1.7675
O 0.9874 -1.2556 2.6026
O -1.7283 5.9405 -1.6729
N 0.5929 -1.4109 0.1405
N 2.9296 -2.9710 -0.0848
C -0.8797 -2.8918 1.8214
C 0.3389 -5.2240 6.2820
C -2.2875 4.0213 -0.3417
C -1.6357 5.2166 -6.5710
C 3.5508 -5.7162 1.7220
C 4.6534 -6.4280 2.4933
C 0.7291 -4.1374 5.3248
C 4.2461 2.5809 -3.6308
C -1.6401 4.7946 -5.1107
C -1.6244 1.9021 4.3223
C -4.5837 1.1664 -2.4263
C -3.1312 1.8186 4.2819
C -3.6574 1.9439 -3.2855
C -3.9149 0.7408 -1.1280
C 0.6615 -4.8832 7.7385
C -3.6834 0.8437 5.3016
C -1.1217 3.3691 -4.9619
C 3.2145 3.4988 -3.0097
C 3.6339 1.4350 -4.4117
C 2.1735 -6.1856 2.1314
C 0.1444 4.6460 -0.8521
C -1.2987 4.5886 -1.3406
C -0.2838 0.5986 -1.4357
H -1.3298 2.9077 -3.9970
H 1.8038 -3.9553 5.4632
H 4.9253 2.2409 -2.8502
H -0.7304 -5.4616 6.1990
H -3.1729 -0.0500 -1.2540
H -4.6117 0.3976 -0.3603
H -3.3109 4.0846 -0.7157
H 3.0306 0.7457 -3.8064
H 2.1980 -7.2682 2.2346
H 0.3038 -2.9430 -1.0077
H 5.6106 -6.3418 1.9725
H -6.3939 1.6196 -1.7154
H -1.2922 4.0382 -2.2812
H -2.1365 6.3238 -0.8912
H -0.0483 3.3055 -5.1559
H 2.8744 -2.4760 -3.7626
H 3.7927 -2.7588 0.4058
H -5.0093 0.2965 -2.9403
H -3.1684 -0.1185 5.2346
H 0.4574 3.6479 -0.5489
H -3.4659 1.2247 6.3019
H -2.2369 4.5342 0.6269
H 0.7124 -3.7941 7.8234
H 4.6936 -6.1057 3.5321
H -2.5319 4.9378 -7.1303
H 3.0168 -1.3392 -2.7370
H -1.2374 2.3056 5.2635
H 4.5463 -5.7878 -0.0189
H 3.6916 4.3717 -2.5688
H -1.5637 6.3053 -6.6494
H 2.6439 2.9357 -2.2653
H 0.2898 -3.1695 5.5646
H -1.2196 2.4129 3.4540
H -1.2151 0.8856 4.3435
H 4.4664 -7.5071 2.4881
H -1.2928 5.9323 -3.5501
H 2.7142 -3.9589 0.0872
H 4.4188 0.8040 -4.8339
H 2.1278 -2.3212 0.1444
H -0.4130 -3.7352 -2.1080
H 2.4921 3.8847 -3.7383
H 2.9696 1.8032 -5.1955
H 0.7370 4.9790 -1.7028
H -3.3805 1.4804 3.2674
H 0.2066 5.3553 -0.0278
H 4.4492 3.9628 -5.0036
H -1.5963 2.6768 -5.6686
H -4.1318 2.2035 -4.2340
H 0.5488 -4.4443 4.3001
H 0.8538 -7.1386 6.4257
H -3.3334 2.8593 -2.7954
H -3.4209 1.6300 -0.7217
H -2.0923 2.9748 -0.0941
H 1.4684 -5.9505 1.3291
H -2.6803 4.8354 -4.7643
H -0.7816 4.8412 -7.1448
H -4.3446 3.3023 3.7931
H -0.1376 -5.1529 8.4329
H 3.7373 -4.6442 1.8976
H 1.5789 -5.3761 8.0477
H 3.0008 -2.8008 -1.1080
H 1.7980 -5.7015 3.0296
H -2.8045 1.3231 -3.5733
H -4.7407 0.6394 5.1395
```

- Frontier orbital gap: 9.604 eV
- HOMO level: -9.79 eV